Here is a cluster of 2 separate species, C3H5ClNOP in total at a distorted geometry from the Open Molecules 2025 dataset. Energies are from wB97M-V/def2-TZVPD.

Computed properties:
LUMO level (spin up / spin down): -0.033 / -0.033 Ha
Kohn-Sham gap (spin up / spin down): 0.2505 / 0.2502 Ha
spin multiplicity: 1

The geometry in XYZ format:
```
12
C3H5ClNOP, DFT wB97M-V/def2-TZVPD
C -2.66 0.20 -0.14
C 1.52 -1.58 -0.30
C 0.98 -0.37 0.35
N -3.33 1.13 0.06
O -0.29 -0.21 0.47
P -1.48 -1.11 -0.40
Cl -0.17 3.37 0.90
H 2.63 -1.40 -0.32
H 1.07 -2.44 0.31
H 0.99 -1.82 -1.38
H -0.85 3.69 -0.27
H 1.59 0.54 0.72
```

Here are the natural (NBO) charges for atoms 1 to 2, given in e:
1. C -0.1063
2. C -0.7604

Here is a structure of composition C36H42BN8PtSe at a distorted geometry from the Open Molecules 2025 dataset. Energies are from wB97M-V/def2-TZVPD.

Computed properties:
LUMO level: 0.092 Ha
charge: -1
Kohn-Sham gap: 0.1844 Ha
spin multiplicity: 1

The geometry in XYZ format:
```
89
C36H42BN8PtSe, DFT wB97M-V/def2-TZVPD
Pt -0.84 0.29 0.64
C 4.37 2.70 0.38
C 3.48 1.50 0.44
C 3.83 0.18 0.53
C 2.62 -0.53 0.61
N 1.60 0.33 0.56
N 2.13 1.56 0.46
B 1.28 2.86 0.48
N 0.39 2.91 -0.78
N -0.36 1.88 -1.17
C -0.92 2.21 -2.34
C -0.47 3.50 -2.72
C 0.35 3.91 -1.70
C 1.07 5.22 -1.56
C -1.87 1.38 -3.08
C -2.04 1.56 -4.45
C -2.95 0.79 -5.16
C -3.70 -0.18 -4.51
C -3.54 -0.36 -3.15
C -2.64 0.41 -2.43
N 0.47 2.87 1.79
N -0.18 1.77 2.22
C -0.64 2.03 3.45
C -0.29 3.35 3.79
C 0.42 3.84 2.72
C 1.04 5.19 2.55
C -1.36 1.08 4.30
C -1.23 -0.30 4.14
C -1.94 -1.18 4.94
C -2.79 -0.69 5.92
C -2.92 0.68 6.11
C -2.21 1.55 5.31
C 2.49 -1.98 0.79
C 1.39 -2.54 1.45
C 1.30 -3.91 1.62
C 2.30 -4.75 1.15
C 3.40 -4.20 0.51
C 3.49 -2.83 0.33
H 5.41 2.38 0.38
H 4.21 3.36 1.23
H 4.19 3.28 -0.53
H 4.84 -0.22 0.56
H 2.01 3.80 0.46
H -0.74 4.06 -3.60
H 0.78 5.87 -2.38
H 2.15 5.08 -1.60
H 0.83 5.70 -0.62
H -1.45 2.30 -4.98
H -3.08 0.95 -6.23
H -4.41 -0.79 -5.07
H -4.15 -1.09 -2.61
H -2.55 0.30 -1.36
H -0.48 3.86 4.72
H 0.82 5.80 3.42
H 0.66 5.69 1.66
H 2.13 5.12 2.45
H -0.58 -0.67 3.36
H -1.85 -2.24 4.79
H -3.37 -1.38 6.53
H -3.59 1.06 6.87
H -2.33 2.62 5.44
H 0.61 -1.88 1.81
H 0.44 -4.33 2.13
H 2.23 -5.82 1.29
H 4.19 -4.84 0.14
H 4.35 -2.41 -0.19
C 0.71 -1.25 -3.40
C 0.57 -1.94 -2.05
N -0.62 -2.80 -1.97
C -0.58 -3.99 -2.79
C 0.21 -5.14 -2.14
C -1.49 -2.71 -0.92
C -2.68 -3.63 -0.97
N -1.35 -1.89 0.06
H 1.53 -0.54 -3.34
H -0.20 -0.72 -3.65
H 0.94 -1.95 -4.21
H 0.46 -1.18 -1.29
H 1.46 -2.53 -1.82
H -0.10 -3.73 -3.73
H -1.59 -4.32 -3.02
H 1.25 -4.85 -1.98
H 0.18 -6.02 -2.78
H -0.22 -5.40 -1.17
H -3.23 -3.50 -1.90
H -3.35 -3.39 -0.14
H -2.38 -4.68 -0.88
H -2.14 -1.91 0.71
Se -3.23 0.36 1.15
```

Here are the Mulliken charges for atoms 1 to 2, given in e:
1. Pt 2.5979
2. C -1.4835

Here is the molecule C12H12Cl2N2OS from the Open Molecules 2025 dataset. Energies are from wB97M-V/def2-TZVPD.

Computed properties:
LUMO level: 0.004 Ha
SMILES: O=C(NC(=S)N1CCCC1)c1ccc(Cl)cc1Cl
Kohn-Sham gap: 0.3081 Ha
spin multiplicity: 1

The geometry in XYZ format:
```
30
C12H12Cl2N2OS, DFT wB97M-V/def2-TZVPD
O -0.30 0.56 1.36
C -0.79 -0.23 0.57
N -0.06 -1.08 -0.21
C 1.31 -1.34 -0.10
S 1.80 -2.91 -0.13
N 2.17 -0.32 -0.02
C 3.59 -0.57 0.14
C 4.21 0.82 0.17
C 3.25 1.63 -0.70
C 1.89 1.08 -0.29
C -2.27 -0.27 0.33
C -2.91 0.96 0.34
C -4.27 1.07 0.14
C -5.02 -0.08 -0.06
Cl -6.72 0.02 -0.31
C -4.41 -1.32 -0.04
C -3.04 -1.42 0.16
Cl -2.36 -3.01 0.23
H -0.56 -1.87 -0.61
H 3.77 -1.14 1.05
H 3.95 -1.16 -0.71
H 5.23 0.82 -0.21
H 4.21 1.22 1.18
H 3.32 2.70 -0.53
H 3.44 1.43 -1.76
H 1.13 1.17 -1.07
H 1.52 1.57 0.61
H -2.32 1.85 0.51
H -4.76 2.04 0.14
H -5.00 -2.22 -0.16
```

Here are the natural (NBO) charges for atoms 1 to 2, given in e:
1. O -0.5879
2. C 0.6797

Here is a structure of composition C22H37F5OReSi at a distorted geometry from the Open Molecules 2025 dataset. Energies are from wB97M-V/def2-TZVPD.

Computed properties:
LUMO level (spin up / spin down): -0.005 / -0.021 Ha
expectation value of S²: 0.76
Kohn-Sham gap (spin up / spin down): 0.3028 / 0.2775 Ha
spin multiplicity: 2

The geometry in XYZ format:
```
67
C22H37F5OReSi, DFT wB97M-V/def2-TZVPD
Re 0.17 -1.61 0.37
C 3.06 0.90 -0.62
C 2.03 0.47 -1.67
C 2.36 -0.99 -2.07
C 2.26 1.36 -2.90
Si 0.21 0.53 -1.02
C -0.10 2.08 0.08
C -1.60 2.19 0.40
C 0.35 3.39 -0.58
C 0.64 1.96 1.42
C -1.06 0.44 -2.48
C -0.63 -0.56 -3.56
C -2.43 -0.02 -1.96
C -1.26 1.80 -3.16
H 4.06 0.71 -1.02
H 2.96 0.37 0.32
H 3.00 1.97 -0.42
H 3.43 -1.09 -2.25
H 1.84 -1.29 -2.98
H 2.11 -1.73 -1.30
H 3.31 1.29 -3.20
H 2.06 2.41 -2.68
H 1.66 1.08 -3.76
H -2.17 2.54 -0.46
H -1.74 2.92 1.21
H -2.03 1.25 0.74
H -0.15 3.59 -1.53
H 1.42 3.41 -0.76
H 0.12 4.22 0.09
H 0.45 1.02 1.93
H 0.30 2.76 2.09
H 1.72 2.06 1.31
H -0.36 -1.53 -3.17
H 0.20 -0.19 -4.17
H -1.48 -0.72 -4.24
H -2.39 -1.00 -1.47
H -3.12 -0.12 -2.81
H -2.88 0.68 -1.26
H -0.33 2.24 -3.53
H -1.75 2.53 -2.51
H -1.92 1.66 -4.03
C 2.64 -2.38 1.86
O 1.73 -1.45 1.28
H 2.19 -2.85 2.73
H 3.52 -1.82 2.17
H 2.91 -3.13 1.13
F -2.13 -3.19 -0.62
C -0.76 -3.29 -0.61
F -0.38 -3.44 -1.93
C -0.44 -4.65 0.05
F -1.22 -4.85 1.12
F 0.84 -4.68 0.49
F -0.60 -5.68 -0.78
C -1.13 -1.82 1.97
C -1.32 -0.72 2.97
C -0.35 -0.47 3.94
C -0.52 0.55 4.86
C -1.67 1.33 4.84
C -2.65 1.08 3.89
C -2.47 0.05 2.97
H -2.08 -2.18 1.58
H -0.64 -2.68 2.46
H 0.55 -1.07 3.95
H 0.25 0.73 5.61
H -1.80 2.13 5.56
H -3.55 1.67 3.87
H -3.25 -0.14 2.23
```

Here are the natural (NBO) charges for atoms 1 to 2, given in e:
1. Re 0.9195
2. C -0.6148